The molecule C7H14P2 at a distorted geometry. Source: the Open Molecules 2025 dataset; level of theory: ωB97M-V with the def2-TZVPD basis set.

Output
- strongest force on any atom (eV Å⁻¹) = 3.65
- E_HOMO (spin up / spin down) (hartree) = -0.2408 / -0.2947
- HOMO-LUMO gap (spin up / spin down) (eV) = 5.82 / 7.79

ORCA input file:
```
! wB97M-V def2-TZVPD RIJCOSX def2/J DEFGRID3
* xyz 0 1
P 0.20 1.76 2.45
P 1.90 -1.47 -0.46
C -0.83 -1.91 0.55
C 0.05 -1.17 -0.47
C 2.66 -0.44 -1.86
C 0.73 1.19 0.47
C 0.92 -0.11 0.10
C -1.62 1.97 2.48
C -0.87 -0.73 -1.66
H 2.38 -0.75 -2.90
H -1.68 -1.47 -1.85
H -0.25 -0.37 -2.49
H -1.53 0.08 -1.17
H 2.23 0.52 -1.62
H -1.73 -1.33 0.69
H 3.79 -0.23 -1.84
H -0.44 -1.95 1.53
H 1.62 1.73 0.27
H -1.14 -2.89 0.38
H -0.14 1.68 0.01
H -2.07 1.27 3.37
H -2.08 1.66 1.48
H -2.10 2.96 2.54
*
```